118
Properties=species:S:1:pos:R:3:nbo_charge:R:1 method="wB97M-V/def2-TZVPD" e_above_lowest_ev=0.2906 homo_ev=-8.8 largest_force_ev_per_a=0.7 gap_ev=9.4
C -0.80 -0.13 -4.50 -0.63
H -1.32 0.73 -4.92 0.20
H -0.18 -0.56 -5.29 0.21
H -0.15 0.21 -3.70 0.23
C -1.80 -1.17 -4.01 -0.38
H -1.25 -2.05 -3.66 0.20
H -2.42 -1.50 -4.85 0.20
C -2.74 -0.70 -2.89 -0.21
C -3.57 0.50 -3.34 -0.62
H -2.96 1.39 -3.46 0.19
H -4.05 0.28 -4.29 0.21
H -4.35 0.71 -2.61 0.23
H -3.43 -1.52 -2.67 0.22
C -1.97 -0.36 -1.60 -0.10
N -1.00 -1.39 -1.25 -0.44
C 0.31 -1.06 -1.22 0.71
O 0.72 0.04 -1.59 -0.69
C 1.32 -2.13 -0.81 -0.14
N 1.96 -2.57 -2.04 -0.62
C 1.81 -3.80 -2.55 0.68
O 1.11 -4.65 -2.01 -0.64
C 2.58 -4.10 -3.84 -0.14
N 2.36 -3.16 -4.92 -0.62
H 2.41 -2.20 -4.58 0.35
C 1.11 -3.35 -5.63 -0.41
H 1.13 -4.34 -6.10 0.20
H 0.22 -3.30 -4.98 0.17
H 1.03 -2.60 -6.41 0.20
H 2.20 -5.07 -4.18 0.22
C 4.09 -4.30 -3.56 -0.21
C 4.86 -2.99 -3.42 -0.62
H 4.76 -2.39 -4.32 0.21
H 4.52 -2.40 -2.57 0.20
H 5.92 -3.21 -3.27 0.22
C 4.69 -5.11 -4.71 -0.61
H 4.52 -4.60 -5.65 0.22
H 4.23 -6.10 -4.76 0.21
H 5.76 -5.24 -4.56 0.21
H 4.18 -4.87 -2.63 0.21
H 2.47 -1.86 -2.54 0.40
H 0.85 -3.02 -0.38 0.24
C 2.33 -1.55 0.18 -0.20
C 3.41 -2.58 0.51 -0.61
H 2.97 -3.46 0.97 0.21
H 4.14 -2.15 1.20 0.21
H 3.94 -2.90 -0.38 0.21
C 1.61 -1.13 1.46 -0.64
H 0.82 -0.40 1.24 0.25
H 1.15 -1.99 1.94 0.20
H 2.31 -0.68 2.16 0.21
H 2.79 -0.67 -0.28 0.21
C -1.51 -2.67 -0.83 -0.44
H -1.35 -2.84 0.24 0.20
H -2.58 -2.69 -1.01 0.22
H -1.05 -3.49 -1.39 0.24
H -1.36 0.53 -1.80 0.25
C -2.87 -0.07 -0.37 0.17
O -4.18 -0.54 -0.61 -0.56
C -5.02 -0.55 0.52 -0.26
H -5.45 0.44 0.70 0.17
H -4.48 -0.87 1.41 0.20
H -5.82 -1.25 0.30 0.19
H -2.46 -0.62 0.49 0.19
C -2.81 1.43 0.01 -0.56
C -1.39 1.72 0.42 0.76
O -0.87 1.07 1.33 -0.73
N -0.71 2.66 -0.23 -0.43
C -1.19 3.48 -1.33 -0.22
C 0.06 4.20 -1.86 -0.42
H 0.05 4.27 -2.94 0.22
C 1.21 3.34 -1.34 -0.41
H 2.14 3.89 -1.28 0.23
H 1.34 2.46 -1.97 0.23
C 0.71 2.88 0.03 -0.07
H 1.14 1.93 0.34 0.24
C 0.96 3.97 1.11 0.15
C 0.59 3.51 2.53 -0.35
C -0.92 3.37 2.72 0.73
O -1.74 3.97 2.05 -0.66
N -1.24 2.59 3.76 -0.64
H -0.50 2.10 4.25 0.41
C -2.59 2.30 4.20 -0.06
C -2.86 2.98 5.54 -0.62
H -2.71 4.05 5.44 0.22
H -2.18 2.60 6.30 0.21
H -3.88 2.80 5.86 0.21
H -3.25 2.71 3.43 0.23
C -2.81 0.76 4.26 0.09
C -1.75 0.10 5.11 -0.07
C -1.97 -0.11 6.47 -0.21
C -0.98 -0.68 7.26 -0.21
C 0.23 -1.05 6.70 -0.22
C 0.45 -0.85 5.35 -0.22
C -0.53 -0.28 4.56 -0.19
H -0.35 -0.15 3.50 0.23
H 1.39 -1.15 4.91 0.21
H 1.00 -1.50 7.32 0.21
H -1.17 -0.84 8.31 0.21
H -2.91 0.16 6.91 0.21
O -2.90 0.21 2.98 -0.76
H -2.11 0.47 2.46 0.50
H -3.79 0.59 4.72 0.18
C 1.05 4.55 3.56 -0.60
H 0.87 4.20 4.57 0.21
H 0.49 5.48 3.41 0.22
H 2.10 4.78 3.44 0.22
H 1.06 2.54 2.74 0.21
H 0.35 4.85 0.88 0.20
O 2.30 4.44 1.03 -0.55
C 3.32 3.51 1.26 -0.26
H 3.34 2.72 0.50 0.17
H 4.25 4.07 1.20 0.20
H 3.26 3.04 2.25 0.17
H 0.13 5.20 -1.45 0.21
H -1.95 4.18 -0.96 0.22
H -1.62 2.85 -2.10 0.20
H -3.16 2.05 -0.81 0.23
H -3.45 1.59 0.88 0.26